Record 1
One molecule with the formula C6H14N2O2S. Source: the OMol25 dataset; level of theory: the ωB97M-V functional and the def2-TZVPD basis.

Values from the calculation:
lowest unoccupied orbital energy	0.0241	Ha
relative energy (zero: lowest compared OMol25 entry of this formula, charge and spin)	23.9	kcal/mol
total charge	0
HOMO-LUMO gap	10.574	eV
multiplicity	1

Last column: natural (NBO) charge in e.
Cartesian coordinates (Å):
N1 2.692 -0.216 1.341  -1.125
S1 2.523 0.069 -0.351  2.443
O1 2.945 1.425 -0.610  -0.947
O2 3.088 -0.985 -1.139  -0.921
N2 0.921 0.018 -0.430  -0.701
C1 0.388 -1.304 -0.113  -0.238
C2 -1.152 -1.499 -0.517  -0.400
C3 -2.096 -0.592 0.223  -0.401
C4 -2.296 0.766 -0.234  -0.406
C5 -1.026 1.459 -0.536  -0.428
C6 0.235 1.160 0.216  -0.231
H1 2.912 0.653 1.895  0.410
H2 3.498 -0.946 1.553  0.412
H3 0.491 -1.512 0.953  0.193
H4 1.002 -1.976 -0.775  0.242
H5 -1.455 -2.498 -0.346  0.218
H6 -1.321 -1.251 -1.574  0.201
H7 -1.652 -0.630 1.267  0.186
H8 -3.055 -1.090 0.313  0.215
H9 -2.765 1.365 0.529  0.210
H10 -2.978 0.826 -1.116  0.209
H11 -1.147 2.555 -0.539  0.217
H12 -0.761 1.355 -1.569  0.220
H13 0.912 1.984 0.243  0.243
H14 0.099 0.864 1.317  0.181


Record 2
A 2-piece molecular cluster, C6H14N2O3 overall. Source: the OMol25 dataset; level of theory: the ωB97M-V functional and the def2-TZVPD basis.

Values from the calculation:
lowest unoccupied orbital energy	-0.0001	Ha
relative energy (zero: lowest compared OMol25 entry of this formula, charge and spin)	188.7	kcal/mol
total charge	0
HOMO-LUMO gap	9.272	eV
multiplicity	1

Last column: natural (NBO) charge in e.
Cartesian coordinates (Å):
C1 2.449 -0.331 -1.177  -0.606
C2 1.956 -0.809 0.117  0.054
C3 1.523 0.205 1.049  -0.262
C4 -1.081 0.597 0.788  -0.233
C5 -1.928 0.050 -0.351  0.027
C6 -2.892 -0.990 0.148  -0.631
H1 1.724 0.671 -1.432  0.224
H2 3.203 0.289 -1.158  0.222
H3 2.457 -1.314 -1.773  0.208
H4 2.904 -1.349 0.601  0.145
H5 0.845 -1.926 -1.384  0.458
H6 1.154 -0.180 2.024  0.225
H7 2.201 0.944 1.479  0.252
H8 -1.659 1.429 1.292  0.219
H9 -0.913 -0.242 1.622  0.204
H10 -1.120 -0.418 -0.909  0.155
H11 -3.751 -0.167 0.563  0.237
H12 -2.301 -1.523 1.124  0.219
H13 -3.209 -1.948 -0.714  0.242
H14 -1.973 1.775 -1.140  0.486
N1 0.293 1.056 0.594  -0.194
N2 0.279 2.153 -0.025  0.208
O1 1.034 -1.706 -0.086  -0.684
O2 -2.572 1.053 -0.960  -0.705
O3 1.376 2.681 -0.292  -0.467


Record 3
A 2-piece molecular cluster, C6H14N2OS overall. Source: the OMol25 dataset; level of theory: the ωB97M-V functional and the def2-TZVPD basis.

Values from the calculation:
lowest unoccupied orbital energy (spin up / spin down)	-0.0411 / -0.0410	Ha
relative energy (zero: lowest compared OMol25 entry of this formula, charge and spin)	66.2	kcal/mol
total charge	0
HOMO-LUMO gap (spin up / spin down)	7.433 / 7.435	eV
multiplicity	1

Last column: natural (NBO) charge in e.
Cartesian coordinates (Å):
C1 -2.225 0.575 -1.612  -0.702
C2 -1.226 0.848 -0.522  0.681
O1 -0.673 1.914 -0.391  -0.614
N1 -0.902 -0.298 0.147  -0.631
C3 0.132 -0.249 1.165  0.116
C4 0.131 -1.586 1.935  -0.614
C5 1.417 -0.179 0.451  -0.631
C6 -0.063 0.856 2.232  -0.619
H1 -2.298 -0.506 -1.655  0.197
H2 -3.209 0.973 -1.533  0.234
H3 -1.840 0.865 -2.669  0.239
H4 -1.569 -1.013 0.117  0.397
H5 -0.578 -1.890 2.733  0.219
H6 -0.048 -2.331 1.182  0.195
H7 1.181 -1.793 2.277  0.218
H8 1.400 0.720 -0.062  0.233
H9 1.300 -0.914 -0.238  0.209
H10 2.361 -0.397 0.823  0.217
H11 -1.029 0.809 2.786  0.205
H12 0.822 0.881 2.968  0.209
H13 -0.060 1.800 1.767  0.238
N2 2.344 0.707 -3.730  -0.751
S1 2.121 -0.776 -3.478  0.409
H14 2.512 0.981 -4.692  0.346


Record 4
A 2-piece molecular cluster, C6H14N2S overall. Source: the OMol25 dataset; level of theory: the ωB97M-V functional and the def2-TZVPD basis.

Values from the calculation:
lowest unoccupied orbital energy (spin up / spin down)	0.0024 / 0.0023	Ha
relative energy (zero: lowest compared OMol25 entry of this formula, charge and spin)	49.0	kcal/mol
total charge	0
HOMO-LUMO gap (spin up / spin down)	8.123 / 8.125	eV
multiplicity	1

Last column: natural (NBO) charge in e.
Cartesian coordinates (Å):
C1 1.222 -0.065 2.083  0.186
C2 -1.147 1.257 0.212  -0.659
C3 1.209 0.927 -0.772  -0.619
C4 -0.690 -0.418 -1.725  -0.612
C5 -0.919 -1.523 1.000  -0.470
C6 -0.119 0.183 -0.462  0.073
N1 2.486 -0.282 1.839  -0.806
N2 0.208 -0.926 0.335  -0.424
S1 0.537 0.439 3.441  -0.049
H1 -2.049 0.762 0.635  0.218
H2 -0.735 1.977 0.972  0.223
H3 -1.323 2.036 -0.531  0.212
H4 1.913 0.180 -1.384  0.208
H5 1.751 1.304 0.103  0.211
H6 1.051 1.932 -1.319  0.218
H7 0.079 -0.952 -2.252  0.214
H8 -1.500 -1.227 -1.439  0.215
H9 -1.026 0.322 -2.439  0.217
H10 -0.719 -2.549 1.134  0.204
H11 -1.162 -0.946 1.947  0.213
H12 -1.961 -1.480 0.555  0.195
H13 2.749 -0.516 0.913  0.425
H14 3.048 -0.031 2.619  0.407


Record 5
An isolated ion of composition C6H14N3 and charge +1. Source: the OMol25 dataset; level of theory: the ωB97M-V functional and the def2-TZVPD basis.

Values from the calculation:
lowest unoccupied orbital energy	-0.1693	Ha
relative energy (zero: lowest compared OMol25 entry of this formula, charge and spin)	88.3	kcal/mol
total charge	+1
HOMO-LUMO gap	8.494	eV
multiplicity	1

Last column: natural (NBO) charge in e.
Cartesian coordinates (Å):
C1 1.556 -1.271 -1.297  -0.620
C2 0.312 -2.012 -1.869  -0.438
C3 -1.025 -1.671 -1.238  0.091
N1 -0.849 -1.036 -0.182  0.082
N2 -0.507 -0.746 0.892  0.040
C4 -0.364 0.656 1.472  0.079
C5 1.072 0.549 2.090  -0.620
N3 -0.465 1.746 0.634  -0.641
C6 -1.785 2.410 0.403  -0.425
H1 1.469 -0.185 -1.425  0.216
H2 2.455 -1.697 -1.618  0.255
H3 1.669 -1.402 -0.252  0.212
H4 0.433 -3.091 -1.865  0.261
H5 0.045 -1.798 -2.939  0.249
H6 -1.977 -1.837 -1.696  0.271
H7 -1.298 0.735 2.103  0.247
H8 1.359 1.513 2.427  0.245
H9 1.684 0.335 1.212  0.208
H10 1.248 -0.205 2.933  0.256
H11 0.310 2.028 0.083  0.398
H12 -2.460 1.653 0.201  0.181
H13 -2.285 2.937 1.247  0.214
H14 -1.864 3.064 -0.504  0.238


Record 6
A 2-piece molecular cluster, C6H14N3O2 overall. Source: the OMol25 dataset; level of theory: the ωB97M-V functional and the def2-TZVPD basis.

Values from the calculation:
lowest unoccupied orbital energy	-0.1243	Ha
relative energy (zero: lowest compared OMol25 entry of this formula, charge and spin)	121.4	kcal/mol
total charge	+1
HOMO-LUMO gap	9.177	eV
multiplicity	1

Last column: natural (NBO) charge in e.
Cartesian coordinates (Å):
C1 -0.142 -1.985 -0.480  -0.326
C2 0.191 -1.097 0.390  -0.272
C3 -0.603 0.163 0.729  0.385
C4 -1.692 -1.204 2.491  -0.413
C5 2.588 0.262 -1.582  -0.436
C6 0.966 1.170 -3.037  0.091
N1 -1.549 -0.023 1.655  -0.116
N2 1.384 0.903 -1.901  -0.405
N3 -0.353 1.200 0.052  -0.267
O1 -2.481 0.950 2.163  -0.535
O2 -0.904 2.443 0.529  -0.577
H1 0.539 -2.837 -0.741  0.229
H2 -1.127 -1.987 -0.963  0.217
H3 1.155 -1.216 0.879  0.230
H4 -2.714 -1.436 2.515  0.231
H5 -1.047 -1.966 1.988  0.239
H6 -1.284 -0.840 3.447  0.194
H7 3.422 0.940 -1.479  0.245
H8 2.504 -0.227 -0.573  0.223
H9 2.770 -0.444 -2.306  0.216
H10 0.060 1.641 -3.141  0.209
H11 -2.223 1.042 3.111  0.482
H12 1.523 0.810 -3.899  0.195
H13 0.746 1.373 -0.930  0.463
H14 -1.726 2.365 1.084  0.496


Record 7
An isolated ion of composition C6H14N3OS and charge +1. Source: the OMol25 dataset; level of theory: the ωB97M-V functional and the def2-TZVPD basis.

Values from the calculation:
lowest unoccupied orbital energy	-0.1305	Ha
relative energy (zero: lowest compared OMol25 entry of this formula, charge and spin)	85.0	kcal/mol
total charge	+1
HOMO-LUMO gap	9.632	eV
multiplicity	1

Last column: natural (NBO) charge in e.
Cartesian coordinates (Å):
C1 -1.510 1.598 1.787  -0.637
C2 -0.599 0.360 1.846  -0.231
N1 -0.770 -0.421 0.645  -0.370
N2 -0.473 0.189 -0.540  -0.348
C3 0.365 -0.425 -1.302  0.231
S1 0.890 0.046 -2.809  0.392
C4 -0.165 1.548 -2.705  -0.706
N3 0.922 -1.673 -0.836  -0.505
C5 2.370 -1.736 -0.732  -0.437
C6 0.251 -2.254 0.191  0.533
O1 -0.813 -2.998 -0.004  -0.615
H1 -1.338 2.281 2.608  0.243
H2 -1.243 2.319 1.043  0.234
H3 -2.622 1.169 1.717  0.212
H4 -0.889 -0.278 2.841  0.234
H5 0.440 0.629 1.788  0.205
H6 -1.701 -0.778 0.738  0.393
H7 0.389 2.251 -2.068  0.246
H8 -1.210 1.250 -2.515  0.259
H9 -0.059 1.968 -3.706  0.238
H10 2.630 -2.036 0.265  0.224
H11 2.657 -2.351 -1.651  0.246
H12 2.899 -0.814 -0.629  0.233
H13 0.884 -2.336 1.102  0.209
H14 -0.867 -3.153 -0.973  0.517


Record 8
An isolated ion of composition C6H14N4 and charge +2. Source: the OMol25 dataset; level of theory: the ωB97M-V functional and the def2-TZVPD basis.

Values from the calculation:
lowest unoccupied orbital energy (spin up / spin down)	-0.3545 / -0.3459	Ha
relative energy (zero: lowest compared OMol25 entry of this formula, charge and spin)	131.0	kcal/mol
total charge	+2
HOMO-LUMO gap (spin up / spin down)	8.109 / 8.328	eV
multiplicity	1

Last column: natural (NBO) charge in e.
Cartesian coordinates (Å):
C1 1.000 -1.046 0.147  0.631
C2 1.678 1.118 0.849  0.568
C3 -0.344 -0.449 -0.190  -0.007
C4 -0.306 0.170 -1.578  -0.647
C5 -1.495 -1.445 0.183  -0.638
C6 -1.390 1.684 0.560  -0.517
N1 -0.541 0.632 0.783  -0.139
N2 1.954 -0.185 0.542  -0.597
N3 1.266 -2.301 -0.075  -0.667
N4 2.368 1.950 1.495  -0.671
H1 -1.375 0.332 -1.793  0.261
H2 -0.128 -0.560 -2.352  0.258
H3 0.321 1.032 -1.709  0.251
H4 -1.534 -1.503 1.281  0.265
H5 -1.368 -2.523 -0.082  0.247
H6 -2.504 -1.256 -0.056  0.275
H7 -1.589 2.063 -0.394  0.237
H8 -2.396 1.178 0.623  0.326
H9 -1.520 2.647 1.278  0.295
H10 2.813 -0.751 0.744  0.432
H11 0.508 -2.819 -0.538  0.464
H12 2.329 -2.676 -0.095  0.475
H13 2.067 2.903 1.622  0.459
H14 3.358 1.880 1.661  0.438


Record 9
One molecule with the formula C6H14N4O2. Source: the OMol25 dataset; level of theory: the ωB97M-V functional and the def2-TZVPD basis.

Values from the calculation:
lowest unoccupied orbital energy	0.0222	Ha
relative energy (zero: lowest compared OMol25 entry of this formula, charge and spin)	30.5	kcal/mol
total charge	0
HOMO-LUMO gap	9.421	eV
multiplicity	1

Last column: natural (NBO) charge in e.
Cartesian coordinates (Å):
H1 4.079 1.946 0.501  0.331
N1 4.666 1.125 0.273  -0.751
C1 3.851 0.136 0.039  0.580
N2 4.148 -1.177 -0.200  -0.836
N3 2.453 0.368 -0.098  -0.664
C2 1.440 -0.526 0.420  -0.213
C3 0.066 -0.416 -0.299  -0.411
C4 -0.973 0.589 0.261  -0.403
C5 -2.348 0.590 -0.470  -0.157
N4 -3.019 1.848 -0.398  -0.830
C6 -3.219 -0.460 0.129  0.803
O1 -4.223 -0.295 0.700  -0.554
O2 -2.729 -1.693 -0.246  -0.731
H2 5.173 -1.326 -0.087  0.396
H3 3.800 -1.599 -1.021  0.390
H4 2.194 1.329 -0.284  0.381
H5 1.765 -1.501 0.167  0.204
H6 1.345 -0.487 1.511  0.177
H7 0.141 -0.091 -1.339  0.200
H8 -0.417 -1.421 -0.378  0.231
H9 -0.668 1.597 0.287  0.201
H10 -1.052 0.282 1.295  0.200
H11 -2.198 0.355 -1.571  0.214
H12 -3.444 2.026 0.491  0.375
H13 -2.459 2.633 -0.686  0.363
H14 -3.268 -2.475 -0.039  0.502


Record 10
One molecule with the formula C6H14N4O2. Source: the OMol25 dataset; level of theory: the ωB97M-V functional and the def2-TZVPD basis.

Values from the calculation:
lowest unoccupied orbital energy	0.0168	Ha
relative energy (zero: lowest compared OMol25 entry of this formula, charge and spin)	23.4	kcal/mol
total charge	0
HOMO-LUMO gap	9.659	eV
multiplicity	1

Last column: natural (NBO) charge in e.
Cartesian coordinates (Å):
H1 -3.175 3.101 2.918  0.345
N1 -2.395 2.489 2.875  -0.764
C1 -2.130 1.890 1.802  0.583
N2 -2.721 1.999 0.556  -0.852
N3 -1.215 0.795 1.886  -0.627
C2 -0.222 0.672 0.868  -0.225
C3 0.435 -0.757 0.994  -0.397
C4 1.601 -0.931 0.075  -0.398
C5 1.219 -0.775 -1.398  -0.165
N4 0.150 -1.643 -1.829  -0.876
C6 2.533 -0.936 -2.240  0.762
O1 3.489 -0.244 -2.064  -0.573
O2 2.558 -1.926 -3.170  -0.664
H2 -2.946 1.097 0.073  0.391
H3 -3.554 2.606 0.604  0.384
H4 -0.783 0.995 2.792  0.386
H5 -0.714 0.755 -0.104  0.194
H6 0.504 1.460 0.956  0.177
H7 -0.320 -1.492 0.675  0.212
H8 0.830 -0.913 2.032  0.211
H9 2.402 -0.231 0.349  0.237
H10 1.985 -1.964 0.226  0.202
H11 0.921 0.273 -1.501  0.223
H12 0.177 -2.577 -1.550  0.375
H13 -0.311 -1.474 -2.707  0.386
H14 1.683 -2.269 -3.119  0.476